Record 1
The following is a quantum chemistry calculation of C6H9N3O as an isolated structure in a non-equilibrium geometry, from the Open Molecules 2025 dataset.

Kohn-Sham gap = 9.9 eV
LUMO energy = 0.51 eV
HOMO level = -9.390 eV

Last column: Löwdin charge in e.
Element x y z (Å)
N (-0.780, 2.020, 0.461)  0.076
C (-0.717, 0.658, 0.888)  -0.287
C (-1.869, -0.269, 0.549)  -0.110
C (-1.553, -0.856, -0.819)  -0.188
N (-0.307, -0.219, -1.291)  0.063
C (0.166, -0.398, 0.112)  -0.335
C (1.603, -0.514, 0.334)  -0.100
N (2.548, -0.685, 1.057)  0.126
C (-0.947, -1.463, 0.409)  -0.050
H (0.003, 2.567, 0.807)  0.082
H (-0.791, 2.076, -0.555)  0.077
H (-0.481, 0.601, 1.959)  0.158
H (-2.884, -0.250, 0.946)  0.143
H (-2.315, -1.237, -1.497)  0.144
H (0.160, -0.916, -1.873)  0.116
H (-0.948, -2.450, 0.865)  0.140
O (3.015, 0.716, -0.842)  -0.250
H (3.540, 0.188, 0.132)  0.186
H (2.556, 0.431, -1.641)  0.008


Record 2
The following is a quantum chemistry calculation of C2H15N2O4 as an isolated structure in a non-equilibrium geometry, from the Open Molecules 2025 dataset.

multiplicity = 2
Kohn-Sham gap (spin up / spin down) = 8.2 / 4.5 eV
LUMO energy (spin up / spin down) = -0.19 / -3.84 eV
HOMO level (spin up / spin down) = -8.365 / -8.357 eV

Last column: Löwdin charge in e.
Element x y z (Å)
C (0.846, -0.773, -1.680)  -0.241
C (0.571, -1.062, -0.210)  -0.249
N (-0.516, -1.738, 0.044)  0.145
N (-0.056, 0.289, -2.098)  0.001
H (1.872, -0.483, -1.812)  0.094
H (1.444, -1.445, 0.303)  0.147
H (-0.541, -2.294, 0.858)  0.118
H (-1.396, -1.354, -0.370)  0.051
H (0.061, 0.812, 0.329)  0.226
H (-0.043, 0.482, -3.113)  0.087
H (-1.016, 0.178, -1.728)  0.033
H (0.575, -1.698, -2.179)  0.120
H (1.782, 1.616, 2.945)  0.052
O (1.369, 1.186, 2.174)  -0.088
H (-2.417, 0.105, 2.298)  0.006
H (0.459, 0.147, 0.269)  0.049
O (-1.776, 0.441, 1.681)  -0.138
H (-2.155, 0.226, 0.761)  -0.046
H (-3.387, 0.103, -0.867)  -0.024
O (-2.522, -0.265, -0.641)  -0.406
H (1.829, 1.288, 1.267)  -0.095
H (2.949, 2.083, -0.116)  0.090
O (2.463, 1.257, 0.084)  0.069


Record 3
The following is a quantum chemistry calculation of a 7-piece molecular cluster, C32H80N9O8 overall in a non-equilibrium geometry, from the Open Molecules 2025 dataset.

net charge = -1
Kohn-Sham gap = 4.2 eV
LUMO energy = 1.51 eV
HOMO level = -2.733 eV

Last column: Löwdin charge in e.
Element x y z (Å)
C (-2.592, -2.172, -1.426)  -0.025
C (-2.208, -0.580, -1.717)  -0.259
O (-0.944, -0.209, -1.475)  -0.070
N (-3.304, 0.300, -2.277)  -0.186
C (-2.975, 0.846, -3.650)  -0.108
C (-3.775, 1.356, -1.311)  -0.194
C (-5.344, 1.295, -0.875)  -0.192
C (-6.224, 0.060, -1.475)  -0.193
C (-7.740, 0.638, -1.883)  -0.313
N (-8.727, 0.255, -0.785)  -0.253
O (-9.931, 0.821, -1.111)  -0.248
C (-10.630, -0.299, -1.825)  -0.237
N (-11.293, -1.265, -2.373)  -0.002
H (-3.210, -2.273, -0.427)  0.088
H (-1.623, -2.866, -1.412)  0.069
H (-3.327, -2.490, -2.307)  0.096
H (-2.175, 0.161, -4.212)  0.106
H (-3.964, 0.782, -4.314)  0.103
H (-2.594, 1.952, -3.666)  0.089
H (-3.580, 2.435, -1.784)  0.121
H (-3.136, 1.358, -0.303)  0.134
H (-5.378, 1.190, 0.314)  0.104
H (-5.807, 2.373, -1.087)  0.108
H (-5.819, -0.443, -2.447)  0.087
H (-6.315, -0.750, -0.606)  0.101
H (-8.080, 0.147, -2.912)  0.087
H (-7.691, 1.801, -2.077)  0.085
C (-7.128, -1.200, 5.387)  -0.084
C (-7.094, -1.371, 3.870)  -0.428
C (-5.726, -1.024, 3.238)  -0.195
O (-5.463, 0.379, 3.137)  -0.206
C (-5.000, 0.976, 4.338)  -0.109
N (-8.179, -0.575, 3.274)  0.050
H (-7.208, -0.155, 5.693)  0.060
H (-7.996, -1.721, 5.808)  0.073
H (-6.230, -1.625, 5.849)  0.072
H (-7.292, -2.429, 3.660)  0.133
H (-5.730, -1.396, 2.206)  0.116
H (-4.904, -1.537, 3.749)  0.112
H (-4.366, 0.300, 4.919)  0.086
H (-5.848, 1.316, 4.936)  0.072
H (-4.412, 1.859, 4.073)  0.083
H (-8.218, -0.773, 2.275)  0.066
H (-7.891, 0.408, 3.315)  0.064
C (2.034, 1.990, 2.048)  -0.080
C (1.218, 0.859, 1.423)  -0.421
C (1.949, -0.503, 1.420)  -0.187
O (2.970, -0.621, 0.423)  -0.219
C (4.206, -0.018, 0.777)  -0.099
N (0.812, 1.256, 0.065)  0.050
H (2.813, 2.367, 1.382)  0.058
H (1.383, 2.840, 2.286)  0.076
H (2.507, 1.663, 2.980)  0.073
H (0.312, 0.743, 2.030)  0.136
H (1.212, -1.278, 1.177)  0.119
H (2.344, -0.751, 2.410)  0.114
H (4.416, -0.103, 1.847)  0.091
H (4.212, 1.028, 0.466)  0.068
H (5.001, -0.528, 0.226)  0.080
H (0.183, 0.545, -0.307)  0.009
H (1.641, 1.183, -0.532)  0.072
C (6.033, 2.433, -4.475)  -0.076
C (5.938, 3.182, -3.147)  -0.429
C (7.157, 2.962, -2.223)  -0.199
O (7.175, 1.691, -1.563)  -0.200
C (7.655, 0.622, -2.364)  -0.100
N (4.681, 2.810, -2.477)  0.041
H (5.814, 1.367, -4.376)  0.064
H (5.310, 2.839, -5.192)  0.078
H (7.031, 2.539, -4.914)  0.076
H (5.895, 4.252, -3.383)  0.133
H (7.109, 3.707, -1.420)  0.119
H (8.101, 3.137, -2.751)  0.115
H (8.448, 0.941, -3.047)  0.093
H (6.830, 0.172, -2.917)  0.074
H (8.059, -0.145, -1.698)  0.068
H (4.572, 3.388, -1.644)  0.071
H (4.806, 1.865, -2.101)  0.063
C (1.272, -4.975, -0.680)  -0.071
C (1.306, -5.146, -2.197)  -0.426
C (2.674, -4.799, -2.829)  -0.201
O (2.937, -3.396, -2.930)  -0.191
C (3.400, -2.798, -1.729)  -0.106
N (0.221, -4.350, -2.793)  0.040
H (1.192, -3.929, -0.374)  0.061
H (0.404, -5.496, -0.259)  0.077
H (2.170, -5.400, -0.218)  0.076
H (1.108, -6.204, -2.407)  0.132
H (2.670, -5.171, -3.861)  0.118
H (3.496, -5.311, -2.318)  0.113
H (4.034, -3.475, -1.148)  0.090
H (2.552, -2.459, -1.131)  0.065
H (3.988, -1.915, -1.994)  0.084
H (0.182, -4.548, -3.792)  0.075
H (0.509, -3.367, -2.752)  0.074
C (-6.976, 6.849, 3.837)  -0.079
C (-5.531, 6.623, 3.396)  -0.432
C (-5.400, 5.740, 2.134)  -0.199
O (-5.600, 4.342, 2.369)  -0.202
C (-6.963, 3.949, 2.439)  -0.096
N (-4.767, 6.066, 4.524)  0.030
H (-7.400, 5.984, 4.352)  0.064
H (-7.031, 7.692, 4.537)  0.073
H (-7.615, 7.087, 2.980)  0.078
H (-5.111, 7.607, 3.152)  0.131
H (-4.371, 5.830, 1.766)  0.119
H (-6.049, 6.093, 1.325)  0.117
H (-7.596, 4.527, 1.759)  0.094
H (-7.323, 4.036, 3.466)  0.071
H (-7.025, 2.894, 2.159)  0.084
H (-3.784, 6.015, 4.258)  0.069
H (-5.044, 5.084, 4.621)  0.068
C (9.791, -2.466, -0.038)  -0.072
C (8.926, -3.352, -0.934)  -0.431
C (8.947, -4.844, -0.533)  -0.196
O (10.140, -5.539, -0.911)  -0.195
C (11.237, -5.342, -0.031)  -0.110
N (9.339, -3.164, -2.334)  0.037
H (10.857, -2.550, -0.262)  0.065
H (9.521, -1.412, -0.174)  0.064
H (9.641, -2.712, 1.019)  0.080
H (7.892, -3.000, -0.832)  0.131
H (8.134, -5.347, -1.070)  0.121
H (8.743, -4.979, 0.534)  0.117
H (10.919, -5.245, 1.011)  0.090
H (11.810, -4.467, -0.341)  0.072
H (11.896, -6.211, -0.113)  0.087
H (8.694, -3.676, -2.935)  0.074
H (10.228, -3.659, -2.456)  0.072


Record 4
The following is a quantum chemistry calculation of C3H7N2 as an isolated structure in a non-equilibrium geometry, from the Open Molecules 2025 dataset.

net charge = +1
Kohn-Sham gap = 11.3 eV
LUMO energy = -4.65 eV
HOMO level = -15.933 eV

Last column: Löwdin charge in e.
Element x y z (Å)
C (-0.266, 0.098, 0.077)  -0.186
C (1.040, -1.383, 0.277)  -0.111
C (-1.126, 1.276, -0.152)  0.017
N (0.154, -1.025, -0.780)  0.136
N (0.727, -0.104, 0.933)  0.188
H (0.653, -2.181, 0.753)  0.105
H (2.005, -1.653, -0.141)  0.156
H (-1.682, 1.169, -1.131)  0.116
H (-0.615, 2.190, -0.459)  0.102
H (-1.874, 1.397, 0.753)  0.154
H (-0.352, -1.716, -1.356)  0.173
H (1.319, 0.536, 1.349)  0.149


Record 5
The following is a quantum chemistry calculation of a 2-piece molecular cluster, C3H11N3 overall in a non-equilibrium geometry, from the Open Molecules 2025 dataset.

SMILES string = C=NC.NCN
Kohn-Sham gap = 10.0 eV
LUMO energy = 0.93 eV
HOMO level = -9.040 eV

Last column: Löwdin charge in e.
Element x y z (Å)
C (2.535, 0.070, -0.781)  -0.144
C (1.339, -1.392, 0.591)  -0.111
N (2.013, -1.248, -0.461)  -0.091
H (1.913, 0.910, -0.443)  0.067
H (3.456, 0.181, -0.193)  0.083
H (2.648, 0.120, -1.858)  0.070
H (0.757, -2.250, 0.919)  0.070
H (1.383, -0.587, 1.334)  0.072
N (-1.341, 0.158, -0.832)  -0.006
C (-1.497, 0.558, 0.566)  -0.396
N (-2.702, 1.390, 0.712)  -0.012
H (-2.202, -0.215, -1.201)  0.060
H (-0.539, -0.440, -0.949)  0.025
H (-0.634, 1.158, 0.864)  0.092
H (-1.558, -0.361, 1.167)  0.100
H (-2.441, 2.355, 0.551)  0.058
H (-2.820, 1.451, 1.727)  0.062


Energy above the lowest of the compared OMol25 structures with the same formula, charge and spin readings, ordered: 142.39; 120.15; 136.06; 33.48; 45.60 kcal per mole
Molecular weight readings, ordered: 139.16; 131.15; 719.05; 71.10; 89.14 Da
Total energy readings, ordered: -473.32282; -495.38448; -2361.53435; -227.70099; -285.10516 Eh